Density functional theory data (ωB97M-V with the def2-TZVPD basis set) for 7 unconnected molecules or ions with the total composition C63H133N7O7 in a non-equilibrium geometry.

```
210
Properties=species:S:1:pos:R:3:forces:R:3
C -4.51245 -5.85085 -4.57559 0.8 0.6 -1.1
C -3.43874 -5.07675 -3.77127 -0.8 -1.2 0.6
C -3.64284 -3.56499 -3.86344 -0.5 -0.1 0.1
C -4.86737 -3.13091 -3.08257 0.6 0.5 0.5
C -4.65777 -3.49889 -1.62323 -1.3 -1.0 -0.4
C -4.55385 -5.02278 -1.42669 0.7 -0.4 0.0
N -3.52530 -5.56465 -2.35245 0.7 1.6 -0.2
O -3.47213 -6.98963 -2.32123 0.1 0.5 0.2
C -4.02484 -5.26865 -0.01270 -0.6 -0.9 0.4
C -5.93343 -5.69109 -1.56240 -0.9 1.3 0.0
C -2.05322 -5.43916 -4.35025 -0.6 -0.1 0.3
H -5.56285 -5.66022 -4.37102 0.1 0.3 0.3
H -4.33370 -6.91823 -4.48489 0.0 0.0 0.0
H -4.31280 -5.55321 -5.61272 -0.4 -0.3 -0.1
H -2.80052 -3.00057 -3.45264 0.2 -0.2 -0.1
H -3.74936 -3.32027 -4.92312 0.2 0.1 0.0
H -5.78307 -3.58951 -3.45429 0.0 0.1 -0.1
H -4.98443 -2.04275 -3.08488 -0.1 -0.1 -0.5
H -5.60738 -3.23672 -1.14537 0.3 0.3 0.6
H -3.82158 -2.98332 -1.15694 0.0 0.1 -0.1
H -2.96362 -5.06676 0.12342 0.0 0.2 -0.2
H -4.61191 -4.70679 0.70985 0.1 0.2 -0.1
H -4.20952 -6.30959 0.27162 0.2 -0.1 -0.1
H -5.89583 -6.76860 -1.68042 0.0 0.0 0.0
H -6.58336 -5.38622 -0.73138 0.5 -0.6 0.6
H -6.56246 -5.20942 -2.31995 0.5 -0.5 -0.7
H -1.25784 -5.13147 -3.67111 0.0 0.0 0.0
H -1.90849 -4.95000 -5.31397 0.0 0.1 0.0
H -2.00349 -6.51512 -4.51955 0.2 0.0 0.1
H -2.55774 -7.08944 -2.03609 -0.1 -0.5 0.1
C 4.38348 -5.86595 2.77108 -0.3 -0.3 -1.3
C 3.80657 -4.46925 2.57467 0.0 1.3 0.5
C 4.04750 -3.62219 3.85060 -0.2 -0.3 1.0
C 5.48037 -3.26827 4.09809 0.8 0.0 0.0
C 6.02536 -2.47973 2.92378 -0.4 -0.2 0.5
C 5.78973 -3.15533 1.55031 1.0 1.0 0.9
N 4.40452 -3.72302 1.44593 1.0 2.1 0.7
O 4.25170 -4.31801 0.19017 -0.1 -0.8 -0.3
C 6.02038 -1.98207 0.58105 -0.5 -0.6 -1.8
C 6.91383 -4.19755 1.30961 -0.9 0.5 0.5
C 2.29688 -4.39375 2.39792 -0.1 -0.4 -0.6
H 4.48698 -6.30628 1.77301 0.1 0.0 0.0
H 3.70949 -6.54647 3.29012 0.1 0.2 0.5
H 5.38558 -5.82043 3.18359 -0.1 -0.2 0.4
H 3.44904 -2.71134 3.96190 -0.1 0.0 -0.9
H 3.68243 -4.19625 4.71194 0.0 -0.3 -0.2
H 6.06587 -4.17891 4.26107 0.1 0.1 0.0
H 5.60607 -2.64554 4.98824 -0.2 -0.2 0.1
H 7.08835 -2.28365 3.08571 0.1 -0.2 -0.3
H 5.57162 -1.48318 2.96772 -0.3 -0.1 -0.3
H 5.97072 -2.38520 -0.44118 -0.2 0.2 0.0
H 5.30753 -1.15674 0.63240 -0.3 -0.2 0.3
H 7.00575 -1.51401 0.59296 0.2 -0.3 0.7
H 6.93304 -4.85064 2.18028 0.0 -0.5 -0.4
H 6.66277 -4.67604 0.36541 0.4 -0.5 0.1
H 7.89481 -3.72445 1.30156 -0.1 0.2 -0.4
H 1.98807 -4.86592 1.46166 -0.1 -0.1 0.2
H 2.02539 -3.33958 2.35188 -0.1 0.0 -0.1
H 1.77743 -4.83677 3.24839 0.0 -0.2 -0.1
H 3.84177 -3.64038 -0.36147 -0.1 0.0 0.2
C 1.58737 4.93269 -2.18417 -0.1 0.1 -0.7
C 1.07934 5.95851 -1.12329 0.3 -2.4 -0.3
C 2.32774 6.63348 -0.54168 -1.4 1.6 -0.3
C 2.90041 7.69352 -1.52487 1.0 -1.5 1.7
C 1.85754 8.69405 -1.91474 -0.3 -0.2 0.2
C 0.54739 8.04405 -2.39907 -1.3 0.5 -1.4
N 0.08270 6.90989 -1.58658 1.7 1.4 1.6
O -1.04855 6.27845 -2.09006 -0.2 -0.3 -0.8
C -0.54091 9.14467 -2.27207 0.0 -0.7 -0.1
C 0.67126 7.63965 -3.88738 -0.1 -0.5 -0.1
C 0.41022 5.05456 -0.08141 0.4 0.1 0.3
H 2.26858 5.37421 -2.91503 -0.2 0.1 -0.1
H 0.75891 4.45974 -2.71713 -0.1 0.2 -0.1
H 2.14196 4.10028 -1.74399 0.0 0.2 0.4
H 1.97526 7.18495 0.33939 0.2 0.0 0.1
H 3.07942 5.93217 -0.18617 -0.1 -0.3 -0.3
H 3.39786 7.18156 -2.35102 -0.3 0.1 -0.3
H 3.72744 8.08408 -0.92269 0.0 0.7 -0.4
H 2.25730 9.34893 -2.69144 -0.3 0.0 -0.2
H 1.59419 9.36181 -1.09040 0.2 -0.2 0.3
H -0.23072 10.09158 -2.71301 0.1 0.0 0.0
H -1.43943 8.80851 -2.79276 -0.1 0.1 0.1
H -0.76383 9.27799 -1.21325 -0.1 0.1 0.0
H 0.07587 6.77319 -4.18840 -0.2 -0.1 0.6
H 0.27062 8.41450 -4.54273 0.7 0.3 -0.1
H 1.69873 7.32717 -4.08071 0.1 0.5 -0.5
H 1.22872 4.56561 0.45355 -0.2 -0.1 0.2
H -0.18313 4.28157 -0.56490 -0.1 0.1 0.0
H -0.21623 5.59188 0.63264 0.1 0.1 0.0
H -1.77385 6.55036 -1.51764 0.1 0.0 0.1
C -4.75504 -4.39559 4.65011 -0.8 -1.0 0.1
C -4.87441 -2.98051 5.25241 0.6 -1.4 0.2
C -3.49898 -2.53929 5.80789 0.1 -0.5 -0.2
C -2.57555 -1.89767 4.77643 0.7 -0.7 0.3
C -3.28842 -0.96910 3.82018 0.7 0.5 0.3
C -4.55085 -1.52421 3.15568 -0.1 0.4 1.1
N -5.39106 -2.02028 4.27279 0.6 1.0 0.7
O -6.69306 -2.37620 3.87883 -0.1 -0.4 -0.5
C -5.28140 -0.35294 2.53573 -0.4 1.1 -1.2
C -4.15824 -2.53255 2.07020 -0.8 -0.4 0.8
C -5.84359 -3.07133 6.44181 0.3 1.0 0.1
H -5.65962 -4.70418 4.11181 0.0 0.7 -0.4
H -4.80926 -5.16929 5.42517 0.7 0.3 0.3
H -3.90339 -4.58745 3.99946 0.1 0.1 0.2
H -3.59025 -1.97086 6.73644 -0.3 0.6 -0.4
H -2.97501 -3.43320 6.16022 -0.3 -0.2 0.0
H -1.99059 -2.66964 4.26271 -0.4 -0.1 -0.2
H -1.79568 -1.39194 5.35408 -0.1 0.4 -0.3
H -2.62009 -0.65908 3.01045 0.1 0.0 0.1
H -3.44314 -0.06886 4.42362 -0.7 0.1 -0.4
H -4.64508 0.17097 1.81119 0.3 -0.3 0.0
H -6.16995 -0.58795 1.94300 0.0 -0.5 0.2
H -5.59789 0.46069 3.19304 0.2 -0.4 0.6
H -3.46573 -3.27341 2.46808 0.3 0.2 -0.2
H -5.06453 -3.09158 1.83358 0.0 0.1 -0.4
H -3.77095 -2.02721 1.18772 0.0 -0.1 -0.1
H -6.71878 -3.65515 6.16925 -0.3 0.4 0.1
H -5.99140 -2.02091 6.72098 -1.0 -0.1 -0.2
H -5.45325 -3.44717 7.39065 0.6 -0.6 -0.5
H -7.23905 -1.65417 4.20664 0.0 0.0 0.0
C 7.74406 1.91650 2.42440 0.1 -0.1 -0.6
C 7.25499 3.36682 2.24682 -0.2 0.3 0.7
C 6.05119 3.43672 1.26983 1.3 -0.3 -0.2
C 4.79680 2.83451 1.82620 -1.1 0.6 0.4
C 4.41901 3.63319 3.08492 -0.6 0.0 -0.9
C 5.50618 3.63396 4.15105 0.2 -0.4 0.4
N 6.80261 3.95757 3.52491 -0.4 1.0 -0.3
O 7.81950 3.81348 4.49413 0.2 -0.3 0.4
C 5.15564 4.73025 5.19540 0.6 -0.4 -1.0
C 5.45900 2.25625 4.87369 -0.9 0.8 -0.3
C 8.35911 4.26967 1.69511 0.7 -0.8 -0.6
H 6.90292 1.32886 2.78849 0.1 -0.3 -0.3
H 8.58773 1.69673 3.07920 -0.1 0.8 0.4
H 8.12130 1.57128 1.45628 -0.5 -0.3 -0.1
H 5.90418 4.49106 1.02224 -0.3 0.1 0.3
H 6.37010 3.00252 0.31728 0.0 -0.3 0.1
H 4.80380 1.76826 2.06106 0.5 0.0 -0.1
H 3.98068 2.95566 1.10603 0.0 0.0 -0.1
H 3.45150 3.28483 3.46082 0.3 -0.4 0.5
H 4.12529 4.64219 2.77221 0.6 0.2 0.0
H 5.55722 5.67484 4.82866 0.0 0.1 0.2
H 4.07139 4.82454 5.21907 0.0 -0.1 0.5
H 5.60262 4.44964 6.14548 -0.2 0.3 0.2
H 5.29571 1.46548 4.14347 0.2 -0.2 0.2
H 6.27477 2.04185 5.55778 0.2 0.1 -0.2
H 4.54113 2.35860 5.45971 0.0 -0.5 0.2
H 8.04139 5.24399 1.32754 -0.3 0.0 0.3
H 8.79748 3.74955 0.83474 -0.1 0.1 -0.1
H 9.20873 4.37821 2.37011 -0.2 0.1 0.3
H 8.28388 4.65622 4.52017 -0.2 0.1 -0.1
C -0.47999 -1.31101 -2.13371 -0.4 0.7 -1.1
C -0.02078 -1.77834 -0.77047 -0.8 -2.2 -0.4
C 1.39776 -2.39426 -0.92682 1.7 1.8 1.5
C 2.48104 -1.27550 -0.85084 -0.6 0.4 -0.2
C 2.27604 -0.45368 0.43332 -0.3 -1.8 -1.4
C 0.88257 0.19953 0.42947 0.2 1.6 3.0
N -0.15777 -0.80665 0.28741 2.2 -0.7 0.3
O -1.45228 -0.31141 0.42728 -0.3 0.4 -0.5
C 0.81051 0.69995 1.88882 -0.6 0.4 0.7
C 0.75394 1.50005 -0.36526 1.0 -0.6 -1.3
C -0.85694 -2.99924 -0.33909 -1.5 -0.5 -1.1
H -1.47954 -0.86831 -2.17676 -0.1 -0.1 0.5
H -0.49528 -2.11217 -2.87809 0.1 -0.2 0.2
H 0.16173 -0.52754 -2.55006 0.2 -0.1 0.1
H 1.63210 -3.00047 -0.04742 -0.4 -0.5 -0.2
H 1.53663 -2.94804 -1.85123 -0.5 -0.2 0.0
H 2.31182 -0.66485 -1.74447 0.4 0.3 0.1
H 3.53079 -1.57912 -0.84811 -0.2 -0.5 -0.3
H 3.17856 0.12237 0.64061 -0.6 1.0 -0.2
H 2.30566 -1.18965 1.24550 -0.3 0.0 0.1
H 1.68051 1.33881 2.05063 -0.1 0.1 0.2
H -0.09268 1.28027 2.10132 0.1 0.2 -0.3
H 0.80648 -0.06987 2.66490 0.2 -0.4 -0.3
H -0.23647 1.94444 -0.31943 -0.1 -0.2 -0.1
H 1.48701 2.23321 -0.02563 -0.1 0.0 0.4
H 1.08510 1.31710 -1.39500 -0.6 0.1 -0.2
H -1.93807 -2.85238 -0.45089 0.1 0.6 0.3
H -0.70189 -3.39672 0.66322 0.5 0.3 0.0
H -0.76078 -3.81500 -1.06665 0.6 -0.1 0.1
H -1.84229 -0.84867 1.12738 0.1 0.0 0.0
C -5.71015 2.15240 -6.89277 0.1 0.6 0.0
C -5.00167 1.33905 -5.78918 0.2 1.1 -0.1
C -3.90681 0.55975 -6.51909 0.7 -2.0 0.7
C -2.91637 -0.08572 -5.52000 0.2 0.9 0.3
C -2.27593 1.02665 -4.67537 -0.9 -0.6 0.3
C -3.31947 1.83040 -3.87844 0.3 -0.2 -0.8
N -4.32094 2.27012 -4.86401 0.8 0.4 -1.5
O -5.20186 3.25450 -4.38262 -0.5 -0.3 0.7
C -3.92175 1.00084 -2.71783 0.5 1.1 0.0
C -2.57735 3.07010 -3.40506 -0.5 0.8 0.4
C -6.01380 0.44677 -5.05565 -0.9 -1.1 -0.8
H -6.14603 1.47690 -7.62899 -0.2 -0.1 0.2
H -5.02517 2.79598 -7.45310 0.3 -0.2 0.2
H -6.45813 2.85037 -6.51502 -0.3 -0.4 0.2
H -4.37203 -0.29281 -7.02538 -0.2 0.2 -0.2
H -3.33498 1.09101 -7.27797 -0.3 0.6 0.1
H -2.05975 -0.58918 -5.97236 -0.4 -0.3 -0.5
H -3.47688 -0.80456 -4.91963 0.2 -0.1 0.2
H -1.73364 1.67229 -5.36791 0.0 0.2 0.1
H -1.57617 0.63186 -3.93542 0.1 -0.1 -0.1
H -3.30604 1.14591 -1.82705 0.0 -0.2 0.0
H -4.88922 1.46142 -2.51911 -0.1 -0.4 0.2
H -3.99105 -0.06085 -2.94083 -0.2 0.0 0.0
H -3.24559 3.71040 -2.82174 0.2 -0.1 0.2
H -1.68195 2.84950 -2.82298 -0.1 -0.2 0.1
H -2.26377 3.68868 -4.24794 0.0 -0.2 -0.2
H -6.98562 0.39272 -5.56218 0.1 0.6 -0.1
H -6.24991 0.73563 -4.03714 0.3 0.0 0.0
H -5.75107 -0.61462 -5.13012 0.5 0.1 0.6
H -4.98942 4.04835 -4.88415 0.1 -0.1 0.0
```
Positions in Å, forces in eV/Å.

Properties
- Strongest force on any atom: 3.5 eV/Å
- Energy relative to the best compared isomer or geometry (same formula, charge and spin): 2.317 eV
- Kohn-Sham gap: 0.3157 hartree